1.
# C4H6BrFO

A 2-piece molecular cluster, C4H6BrFO overall in a non-equilibrium geometry (wB97M-V/def2-TZVPD, the OMol25 dataset).

Last column: Mulliken spin population.
Element x y z (Å)
C: 1.124702 1.407443 0.029328  0.303
C: -0.283128 -1.375839 0.735416  -0.013
C: 0.208920 1.116381 -0.953966  -0.016
C: -1.033772 -0.375381 -0.065107  0.599
O: 1.106158 2.016684 1.016273  0.598
F: -1.874368 0.412731 0.584405  0.035
Br: 2.806230 0.136689 -0.226482  0.441
H: -1.111376 -2.103656 1.013407  0.027
H: 0.351582 -1.894531 0.165675  0.008
H: 0.276444 -0.744092 1.636771  0.003
H: 0.615569 0.550987 -1.855507  0.013
H: -0.576013 1.785677 -1.260446  -0.001
H: -1.610950 -0.933092 -0.819767  0.003

Cartesian forces (eV/Å) of the 2 atoms listed first:
-0.3 -1.9 -6.4
-2.4 3.5 4.5

Results
expectation value of S²	2.04
2S+1	3
energy above the lowest of the compared OMol25 structures with the same formula, charge and spin	224.5	kJ/mol
E_LUMO (spin up / spin down)	0.5376 / -4.4262	eV
E_HOMO (spin up / spin down)	-6.28 / -9.48	eV

2.
# C4H6N2O3S

An isolated molecule of C4H6N2O3S in a non-equilibrium geometry (wB97M-V/def2-TZVPD, the OMol25 dataset).

Last column: Mulliken charge in e.
Element x y z (Å)
C: -0.786857 -2.028193 1.353113  -0.517
C: -1.163192 -1.013513 2.200906  -0.196
C: 0.108552 -0.225246 0.620821  0.370
C: 0.625198 0.367034 -2.126512  -0.366
N: 0.035107 -1.483636 0.386086  -0.480
N: -0.515974 0.110217 1.741773  -0.133
O: 2.528307 0.641784 -0.332012  -0.600
O: 0.739926 2.435836 -0.355195  -0.658
O: -0.421344 1.196063 -2.521517  -0.479
S: 1.134529 1.006270 -0.475249  1.019
H: -0.813394 -3.061892 1.548967  0.386
H: -1.916606 -0.721417 2.891446  0.385
H: 1.432094 0.455679 -2.952260  0.281
H: 0.304649 -0.593791 -1.951613  0.373
H: -0.826685 1.017577 1.923272  0.283
H: -0.464309 1.897229 -1.952024  0.332

Cartesian forces (eV/Å) of the 2 atoms listed first:
0.7 1.6 0.7
0.2 0.9 -0.5

Results
energy above the lowest of the compared OMol25 structures with the same formula, charge and spin	121.3	kJ/mol
E_LUMO	0.4811	eV
E_HOMO	-9.86	eV

3.
# C7H8ClFN

An isolated ion of composition C7H8ClFN and charge +1 in a non-equilibrium geometry (wB97M-V/def2-TZVPD, the OMol25 dataset).

Last column: Mulliken charge in e.
Element x y z (Å)
C: 1.342845 1.685382 -0.123408  -0.454
C: -0.032027 1.811821 -0.277238  -0.727
C: 1.023472 -0.732299 0.265174  -0.415
C: 1.837930 0.390666 0.098916  0.273
C: -0.773800 -0.307796 -1.395369  -0.460
C: -0.881791 0.729905 -0.303657  0.646
C: -0.967074 -1.621923 0.827031  -1.040
N: -0.306140 -0.666623 -0.088680  0.335
F: 3.130927 0.316640 0.438228  -0.245
Cl: -2.460165 1.076491 0.445947  -0.111
H: 1.965569 2.461443 0.220970  0.453
H: -0.334203 2.849740 -0.171232  0.401
H: 1.435185 -1.546291 0.792047  0.507
H: -1.584260 -0.788472 -1.721072  0.368
H: -0.007561 -0.053447 -2.241975  0.233
H: -2.100507 -1.744141 0.827297  0.341
H: -0.681861 -2.599683 0.647648  0.414
H: -0.606535 -1.261406 1.759369  0.480

Cartesian forces (eV/Å) of the 2 atoms listed first:
-3.2 -0.7 -0.2
5.2 3.1 1.0

Results
charge	+1
energy above the lowest of the compared OMol25 structures with the same formula, charge and spin	93.0	kJ/mol
E_LUMO	-4.5526	eV
E_HOMO	-13.71	eV

4.
# C42H34BrClMgN2O2P2

C42H34BrClMgN2O2P2 as an isolated structure in a non-equilibrium geometry (wB97M-V/def2-TZVPD, the OMol25 dataset).

Last column: Mulliken charge in e.
Element x y z (Å)
Mg: -8.056630 -18.904682 9.465842  2.529
C: -11.115518 -21.619950 10.072109  -0.625
P: -11.115260 -19.899144 10.868894  0.856
C: -12.833229 -19.670360 11.312409  1.225
C: -13.816266 -20.156243 10.447351  -0.890
C: -15.160035 -19.708396 10.623214  -0.634
C: -15.513167 -18.922249 11.723339  -0.579
C: -14.482936 -18.465312 12.575271  -0.554
C: -13.172948 -18.811529 12.363294  -0.609
C: -10.455644 -20.303011 12.524626  0.197
C: -10.591350 -21.639975 12.983245  0.019
C: -9.780776 -22.194373 13.934152  -1.735
C: -8.649653 -21.405227 14.401021  0.075
C: -8.664842 -19.877163 14.151025  -0.627
C: -9.677760 -19.423959 13.256414  -0.813
C: -10.237831 -21.527831 8.878754  -0.216
C: -10.519955 -22.393765 7.755518  -1.503
C: -9.686928 -21.990875 6.733977  -1.128
C: -8.974493 -20.851069 7.188528  -0.072
C: -8.263008 -19.951574 6.220276  -0.828
P: -7.084481 -18.739800 7.008750  0.735
C: -5.516143 -19.527018 6.549739  0.255
C: -4.779076 -19.168866 5.399361  -0.566
C: -3.681552 -19.958835 5.040674  -0.549
C: -3.239696 -21.044508 5.807685  -0.702
C: -3.947150 -21.309400 6.971817  -0.398
C: -5.139493 -20.669630 7.287916  -0.241
C: -6.975929 -17.212928 5.974354  0.346
C: -6.486695 -16.055573 6.625358  -0.711
C: -6.386541 -14.838535 5.959806  -0.659
C: -6.615263 -14.803503 4.597605  -0.420
C: -6.976878 -15.974004 3.942167  -0.599
C: -7.162017 -17.197844 4.612011  -0.245
N: -9.258815 -20.597225 8.551495  0.052
H: -12.142179 -21.847785 9.761798  0.398
H: -10.669522 -22.384613 10.739396  0.439
H: -13.644016 -20.828829 9.621085  0.261
H: -15.930658 -19.939031 9.853555  0.329
H: -16.569730 -18.595605 11.844517  0.322
H: -14.760324 -17.787137 13.357782  0.409
H: -12.409936 -18.401852 13.034103  0.216
H: -11.451926 -22.235256 12.614015  0.652
H: -10.015037 -23.176631 14.296295  0.393
H: -8.272398 -21.594180 15.400320  0.766
H: -8.653323 -19.321740 15.105154  0.522
H: -9.734342 -18.369781 13.074049  0.504
H: -11.278592 -23.175616 7.724626  0.456
H: -9.563449 -22.540998 5.827239  0.463
H: -9.045181 -19.415557 5.623555  0.448
H: -7.681272 -20.547367 5.438146  0.535
H: -5.080730 -18.316773 4.751315  0.288
H: -3.082193 -19.631161 4.242585  0.431
H: -2.399407 -21.634286 5.447765  0.375
H: -3.588410 -22.046551 7.671459  0.409
H: -5.679004 -20.921027 8.196040  0.188
H: -6.311628 -16.048945 7.697979  0.416
H: -6.162621 -13.938757 6.524159  0.422
H: -6.522587 -13.880968 4.037907  0.400
H: -7.288599 -15.942223 2.918643  0.401
H: -7.331147 -18.130757 4.044862  0.406
Cl: -9.708614 -10.959025 10.531417  -0.221
C: -9.306717 -12.630706 10.486987  0.579
C: -10.308594 -13.439446 10.023620  -0.897
C: -10.065867 -14.782461 9.803063  -0.186
C: -8.822477 -15.287503 10.186736  -0.054
C: -7.788943 -14.481875 10.787266  -0.328
C: -8.007003 -13.129352 10.886810  -0.834
C: -8.481855 -16.671696 9.889630  1.438
O: -9.253906 -17.323950 9.064365  -0.989
O: -7.409488 -17.176566 10.318523  -0.898
H: -11.236378 -12.944705 9.818373  0.420
H: -10.778064 -15.455359 9.340953  0.546
H: -6.857262 -14.930215 11.133781  0.426
H: -7.241706 -12.412029 11.183353  0.394
Br: -5.809675 -22.459343 14.560494  -0.143
C: -7.274089 -21.432727 13.564516  0.644
C: -7.292537 -22.054386 12.241591  -1.218
C: -7.174564 -21.331972 11.111775  -0.356
N: -7.091249 -19.949349 11.148404  -0.473
C: -6.864808 -19.329204 12.332029  -0.846
C: -7.114791 -19.926201 13.597699  -0.038
H: -7.293943 -23.171480 12.122528  0.357
H: -7.267193 -21.839156 10.145666  0.313
H: -6.717890 -18.237044 12.285981  0.609
H: -6.497275 -19.457405 14.384243  0.520

Cartesian forces (eV/Å) of the 2 atoms listed first:
-0.6 -1.1 -0.5
1.2 1.1 1.0

Results
energy above the lowest of the compared OMol25 structures with the same formula, charge and spin	267.0	kJ/mol
E_LUMO	-1.0050	eV
E_HOMO	-6.36	eV

5.
# C4H6FNS

An isolated molecule of C4H6FNS in a non-equilibrium geometry (wB97M-V/def2-TZVPD, the OMol25 dataset).

Last column: Mulliken charge in e.
Element x y z (Å)
C: -1.193801 1.571627 -0.065005  -0.206
C: -1.017925 0.098923 -0.156552  0.175
C: 0.818505 -1.644064 0.044899  -0.406
C: 1.517115 -0.290153 0.044110  -0.338
H: -1.795242 1.799245 0.814363  0.275
H: -1.684903 1.906973 -0.970441  0.245
H: 0.932484 -2.432060 -0.732663  0.225
H: 0.576277 -2.014641 1.054638  0.243
H: 2.258096 0.019492 -0.744877  0.212
H: 1.705194 0.132401 1.049898  0.216
N: 0.174252 -0.459327 -0.387961  -0.021
F: 0.050761 2.151846 0.037393  -0.290
S: -2.340807 -0.840258 0.012198  -0.332

Cartesian forces (eV/Å) of the 2 atoms listed first:
0.6 -0.3 -0.1
-0.6 -1.4 0.5

Results
energy above the lowest of the compared OMol25 structures with the same formula, charge and spin	171.1	kJ/mol
E_LUMO	0.4653	eV
E_HOMO	-8.56	eV